Entry 1:
{"formula": "C4H27NO11", "method": "wB97M-V/def2-TZVPD", "symbols": ["C", "C", "C", "N", "C", "H", "H", "H", "H", "H", "O", "H", "H", "O", "H", "H", "O", "H", "H", "O", "H", "H", "O", "H", "H", "O", "H", "H", "O", "H", "H", "O", "H", "H", "O", "H", "H", "O", "H", "H", "O", "H", "H"], "xyz": [[1.595, 1.667, 0.316], [1.243, 3.020, 0.586], [-0.113, 3.038, 0.784], [-0.612, 1.768, 0.621], [0.436, 0.928, 0.342], [2.564, 1.268, 0.098], [1.899, 3.874, 0.613], [-0.748, 3.856, 1.074], [-1.563, 1.478, 0.809], [0.299, -0.127, 0.214], [-0.063, 1.868, -2.885], [-0.652, 2.493, -3.300], [-0.257, 1.894, -1.939], [-2.218, -2.072, 0.921], [-1.893, -2.744, 0.262], [-1.441, -1.925, 1.505], [-2.348, 0.379, 2.410], [-1.623, -0.266, 2.555], [-3.088, -0.215, 2.210], [1.484, -3.103, 0.249], [1.258, -2.506, 0.964], [1.810, -2.540, -0.491], [-0.689, -0.792, -2.451], [-0.518, -0.004, -2.999], [-1.289, -0.520, -1.712], [-0.185, -1.348, 2.699], [-0.258, -1.899, 3.497], [0.343, -0.550, 2.989], [-2.565, 0.114, -0.610], [-3.464, 0.127, -0.938], [-2.521, -0.688, -0.012], [2.886, 0.794, -2.991], [1.977, 1.158, -3.020], [3.466, 1.465, -2.614], [-0.951, -3.551, -0.936], [-0.812, -3.013, -1.739], [-0.044, -3.517, -0.526], [1.909, -1.492, -1.850], [2.473, -0.781, -2.221], [0.996, -1.221, -2.110], [1.051, 0.931, 3.478], [1.824, 1.154, 2.957], [0.403, 1.600, 3.192]], "atomic_forces_ev_per_a": [[-0.3, 0.1, -0.1], [0.1, -0.3, 0.0], [-0.3, 0.0, 0.2], [0.9, 0.5, 0.0], [-0.1, 0.3, 0.1], [0.3, -0.1, -0.1], [0.0, 0.0, 0.1], [-0.1, 0.0, -0.1], [0.0, -0.2, 0.0], [-0.1, -0.2, -0.1], [0.4, -0.2, 0.1], [-0.2, 0.3, -0.2], [0.0, 0.1, 0.2], [0.5, -0.3, 0.1], [-0.1, 0.3, 0.1], [-0.5, -0.1, -0.5], [-0.1, -0.5, 0.2], [-0.3, 0.5, 0.0], [0.1, 0.3, 0.0], [0.1, -0.2, -0.2], [0.0, 0.2, 0.2], [0.0, 0.1, 0.2], [-0.1, -0.2, 0.1], [-0.3, -0.2, 0.5], [0.2, 0.2, -0.8], [0.5, 0.0, 0.7], [0.1, 0.2, -0.4], [-0.1, -0.3, -0.2], [0.1, -0.4, 0.3], [-0.2, 0.0, -0.2], [0.0, 0.3, -0.1], [-0.3, 0.2, -0.2], [0.6, 0.2, 0.1], [-0.3, 0.0, -0.1], [0.8, 0.3, -0.4], [-0.3, -0.2, 0.3], [-0.5, -0.2, 0.0], [-0.2, 0.4, -0.3], [-0.1, -0.4, 0.3], [0.3, -0.3, 0.3], [-0.6, 0.3, 0.1], [0.3, 0.0, -0.3], [0.2, -0.2, 0.1]], "mol_weight_g_mol": 265.3, "orbital_gap_ev": 9.054, "total_charge": 0}

***

Entry 2:
{"formula": "C4H28N2O9", "method": "wB97M-V/def2-TZVPD", "symbols": ["C", "C", "N", "C", "N", "C", "O", "H", "H", "H", "H", "H", "H", "H", "H", "H", "H", "H", "H", "O", "H", "H", "O", "H", "H", "O", "H", "H", "O", "H", "H", "O", "H", "H", "O", "H", "H", "O", "H", "H", "O", "H", "H"], "xyz": [[1.319, 1.570, 1.306], [-0.010, 0.770, 1.425], [-1.058, 1.695, 1.988], [-0.518, 0.039, 0.248], [0.495, -0.591, -0.721], [0.072, -0.917, -2.097], [-0.649, -2.049, -2.134], [1.353, 2.353, 2.054], [2.121, 0.780, 1.212], [1.451, 2.073, 0.360], [-0.023, -0.102, 2.137], [-1.269, 1.575, 2.974], [-0.822, 2.613, 1.883], [-0.922, 0.914, -0.356], [-1.429, -0.573, 0.478], [1.169, -1.155, -0.461], [-0.764, -0.150, -2.403], [0.886, -1.134, -2.767], [-0.968, -2.488, -1.267], [2.480, -3.282, -2.295], [3.198, -2.584, -2.229], [1.902, -2.913, -3.024], [0.576, 3.897, -0.065], [0.121, 4.026, -0.944], [1.525, 3.911, -0.325], [-0.622, 2.871, -2.627], [-0.324, 2.336, -1.874], [-1.396, 3.348, -2.351], [2.243, -2.551, 1.456], [2.692, -3.406, 1.372], [1.351, -2.791, 1.598], [1.942, -1.030, 3.928], [2.282, -1.247, 3.031], [1.589, -0.155, 3.698], [-3.182, -0.982, -1.149], [-2.964, -1.788, -1.689], [-2.800, -0.217, -1.699], [-1.035, -3.429, 0.541], [-1.758, -3.293, 0.959], [-0.992, -4.131, -0.085], [-2.538, 2.971, -0.429], [-3.021, 2.362, 0.096], [-1.706, 2.857, 0.248]], "atomic_forces_ev_per_a": [[0.4, -2.7, -1.0], [0.1, 0.0, 3.0], [-1.0, -3.2, -0.3], [-0.6, 0.9, -4.4], [-4.6, 4.6, -2.0], [-2.2, 2.8, 2.9], [-2.8, -5.4, 0.8], [0.6, -0.4, 0.5], [-0.2, 1.1, 1.0], [-0.6, -0.2, -0.2], [1.1, 1.2, 0.3], [0.2, -0.4, -0.3], [1.1, 2.9, -0.4], [0.0, -1.2, 0.0], [1.1, 0.2, 0.0], [3.9, -3.5, 2.4], [2.5, -0.2, 0.0], [0.6, 1.1, -0.3], [1.3, 1.9, -1.5], [0.4, 2.0, -1.1], [-1.2, -1.3, 0.0], [0.8, -0.8, 1.2], [0.0, 0.7, -1.8], [0.6, 0.0, 1.2], [-0.9, 0.1, 0.4], [1.2, -0.2, -0.2], [-0.4, 0.1, -0.3], [-0.8, 0.0, 0.5], [1.7, 0.0, -0.3], [0.0, 0.4, 0.0], [-1.8, -0.4, 0.2], [0.1, 0.7, -1.4], [0.0, -0.6, 0.8], [0.0, -0.1, 0.7], [0.8, 0.5, -1.8], [-0.2, 1.3, 0.6], [-0.8, -1.7, 1.2], [8.6, 0.1, -3.8], [-7.9, 0.8, 4.0], [-0.6, -1.0, -0.2], [4.0, 0.3, 2.2], [-1.7, -1.1, 0.4], [-2.4, 0.9, -2.6]], "mol_weight_g_mol": 248.3, "orbital_gap_ev": 9.119, "total_charge": 0}

***

Entry 3:
{"formula": "C4H28N2O9", "method": "wB97M-V/def2-TZVPD", "symbols": ["N", "C", "C", "N", "C", "C", "O", "H", "H", "H", "H", "H", "H", "H", "H", "H", "H", "H", "H", "O", "H", "H", "O", "H", "H", "O", "H", "H", "O", "H", "H", "O", "H", "H", "O", "H", "H", "O", "H", "H", "O", "H", "H"], "xyz": [[1.726, 1.462, -1.660], [0.399, 1.981, -1.235], [-0.524, 0.932, -0.523], [0.034, 0.155, 0.621], [-0.792, -0.938, 1.034], [-1.240, -0.808, 2.573], [-2.650, -0.899, 2.481], [1.903, 0.549, -1.296], [1.967, 1.392, -2.662], [-0.212, 2.177, -2.205], [0.577, 2.716, -0.445], [-1.401, 1.561, -0.274], [-0.719, 0.036, -1.305], [0.350, 0.729, 1.405], [-1.673, -1.107, 0.341], [-0.044, -1.830, 0.994], [-0.790, -1.663, 3.225], [-0.789, -0.008, 3.134], [-3.025, -0.241, 3.154], [2.320, -2.411, -0.525], [2.910, -1.679, -0.268], [1.678, -2.066, 0.194], [-3.649, 1.637, -0.214], [-3.229, 1.033, -0.858], [-3.825, 0.772, 0.353], [3.106, -0.633, 1.189], [3.702, 0.021, 1.492], [2.314, -0.160, 1.095], [-0.307, 2.810, 1.833], [0.000, 3.635, 1.780], [-1.121, 2.687, 1.547], [2.249, 2.147, 1.898], [1.354, 2.434, 2.225], [2.136, 2.279, 1.022], [1.113, -1.236, -2.862], [1.750, -1.847, -2.401], [0.284, -1.580, -2.641], [-2.437, -1.060, -2.040], [-2.902, -1.673, -2.583], [-1.623, -1.158, -2.208], [0.136, -3.145, -1.684], [-0.023, -3.720, -2.423], [0.966, -3.285, -1.277]], "atomic_forces_ev_per_a": [[0.4, 0.6, -0.1], [0.0, -2.5, -1.3], [0.9, -1.8, -1.6], [0.6, 2.2, -1.1], [1.6, -1.9, 1.7], [1.0, -3.1, -1.3], [-1.1, 2.3, 2.5], [-0.2, -0.5, 0.2], [-0.9, 0.3, 0.9], [1.0, 0.8, 2.0], [-0.4, 0.8, -0.9], [0.0, -0.9, -0.1], [0.1, 2.7, 1.8], [-0.5, -0.1, -0.5], [1.1, 0.1, 1.1], [-1.9, 0.6, 0.0], [-1.0, 0.7, -1.4], [-0.4, 1.4, -0.4], [0.5, -1.6, -1.4], [-1.2, 1.4, 2.3], [1.1, -0.3, -0.5], [0.6, -1.4, -1.7], [-0.3, -4.1, 1.4], [0.2, 1.0, -0.8], [-0.1, 2.9, -0.6], [1.1, -1.9, -0.1], [1.1, 1.0, 0.6], [-2.3, 1.3, -0.2], [4.1, -4.2, 2.9], [1.1, 5.3, -0.6], [-6.0, -0.4, -2.2], [-0.7, -0.2, 4.9], [1.4, -0.8, 0.0], [-0.1, 0.6, -4.9], [3.1, 1.0, -0.9], [-1.1, 1.1, -0.5], [-1.3, -1.0, 0.6], [-9.6, 1.8, 2.4], [-0.7, -0.7, -0.6], [9.8, -1.3, -1.9], [-3.0, -0.2, 0.1], [0.3, -0.6, -0.2], [1.6, -0.5, 0.3]], "mol_weight_g_mol": 248.3, "orbital_gap_ev": 8.775, "total_charge": 0}

***

Entry 4:
{"formula": "C4H28NO9S", "method": "wB97M-V/def2-TZVPD", "symbols": ["C", "N", "C", "C", "S", "C", "H", "H", "H", "H", "H", "H", "H", "H", "H", "H", "H", "H", "O", "H", "H", "O", "H", "H", "O", "H", "H", "O", "H", "H", "O", "H", "H", "O", "H", "H", "O", "H", "H", "O", "H", "H", "O"], "xyz": [[0.394, 1.095, 1.121], [0.053, -0.230, 0.586], [0.654, -0.547, -0.735], [0.670, 0.744, -1.699], [1.806, 0.157, -3.059], [-0.182, -1.735, -1.166], [1.177, 1.590, 0.722], [-0.494, 1.843, 0.967], [0.555, 0.971, 2.202], [0.081, -1.018, 1.271], [1.652, -1.071, -0.347], [-0.278, 0.817, -2.148], [0.956, 1.549, -1.225], [-0.054, -2.491, -0.421], [0.063, -2.168, -2.120], [-1.147, -1.335, -1.227], [1.142, 3.535, -0.769], [2.433, 2.873, -1.056], [2.068, 3.572, -0.331], [3.719, -1.772, 1.856], [2.782, -0.751, 1.024], [3.141, -0.918, 1.854], [3.152, -2.260, -1.160], [2.186, -2.629, -0.065], [3.010, -2.927, -0.398], [-1.598, 1.559, 1.916], [-2.917, 1.039, 2.048], [-2.181, 1.304, 2.633], [-2.871, -1.722, -1.185], [-3.298, -1.179, -2.457], [-3.505, -1.072, -1.547], [-0.108, 3.522, -2.293], [-1.069, 3.144, -1.197], [-0.428, 3.722, -1.450], [-1.924, -1.017, 0.878], [-1.909, -2.341, 1.556], [-2.386, -1.821, 0.887], [-0.236, -2.489, 3.517], [1.218, -2.078, 2.976], [0.298, -2.333, 2.721], [-2.798, 1.565, -1.383], [-1.655, 1.289, -0.495], [-2.176, 2.008, -0.802]], "atomic_forces_ev_per_a": [[-3.9, -1.4, 2.1], [-0.9, 1.0, 0.3], [0.9, -0.3, 2.1], [0.9, -7.8, -1.7], [0.1, 0.8, 0.1], [1.4, 0.4, -1.1], [2.8, 1.2, -1.4], [1.7, -0.9, 0.2], [-0.1, 0.4, -0.2], [0.4, 1.3, -0.8], [-1.1, 2.1, -2.0], [-1.4, 0.3, -0.3], [1.4, 3.9, 2.2], [-0.5, -0.6, 0.5], [0.5, 0.0, -0.5], [-1.5, 0.1, 0.1], [1.1, 0.9, 1.5], [-0.3, 2.3, 2.6], [-0.4, -3.0, -4.0], [-1.8, 2.5, -0.8], [-0.6, 0.1, -2.5], [2.3, -2.5, 3.5], [-0.3, -1.4, 1.4], [-1.3, 0.1, 0.5], [1.8, 1.0, -2.2], [0.7, 0.3, 0.4], [-0.1, -0.1, 0.9], [-1.2, -0.4, -0.8], [-0.6, 0.4, 0.7], [0.0, 0.2, -1.6], [0.4, -0.5, 0.9], [0.5, -0.7, -2.1], [-3.1, -2.9, 0.8], [2.9, 4.2, 0.7], [1.4, 2.2, -0.2], [-0.2, 0.2, -0.5], [-1.4, -2.6, 0.8], [0.6, 0.2, -0.2], [-1.1, -0.1, -0.1], [0.6, -0.1, 0.4], [-0.3, 0.0, -0.2], [1.0, -1.3, 0.6], [-1.4, 0.4, 0.0]], "mol_weight_g_mol": 266.3, "orbital_gap_ev": 5.753, "total_charge": -1}

***

Entry 5:
{"formula": "C4H29N2O10S", "method": "wB97M-V/def2-TZVPD", "symbols": ["C", "N", "C", "O", "C", "C", "S", "N", "H", "H", "H", "H", "H", "H", "H", "H", "H", "H", "H", "H", "H", "O", "H", "H", "O", "H", "H", "O", "H", "H", "O", "H", "H", "O", "H", "H", "O", "H", "H", "O", "H", "H", "O", "H", "H", "O"], "xyz": [[0.085, 0.396, -0.529], [-0.851, 1.446, -0.195], [-1.148, 1.454, 1.213], [-1.834, 0.231, 1.553], [1.562, 0.659, -0.204], [1.948, 0.269, 1.192], [3.228, 1.255, 2.046], [2.341, -0.266, -1.099], [0.109, 0.356, -1.673], [-0.208, -0.585, -0.223], [-1.768, 1.333, -0.616], [-1.772, 2.244, 1.626], [-0.269, 1.626, 1.844], [1.648, 1.670, -0.498], [2.328, -0.795, 1.236], [1.178, 0.246, 1.944], [4.088, 1.569, 1.047], [3.344, -0.153, -0.899], [1.971, -1.178, -1.124], [0.092, 3.616, 0.351], [1.288, 3.970, -0.381], [0.468, 4.420, -0.117], [3.049, 3.150, -2.531], [1.930, 3.342, -3.587], [2.196, 3.594, -2.653], [-3.208, -2.320, 0.574], [-3.469, -0.847, 0.185], [-3.861, -1.621, 0.683], [-1.009, -3.762, -0.777], [0.009, -2.636, -0.334], [-0.930, -2.806, -0.824], [0.087, 1.559, -4.170], [1.564, 1.044, -3.784], [1.032, 1.702, -4.266], [-2.415, -1.375, 4.174], [-1.343, -2.262, 3.649], [-1.998, -2.208, 4.373], [-1.260, -3.255, 1.662], [-1.258, -0.408, 2.009], [-0.728, -2.603, 2.102], [1.739, -3.342, 0.472], [0.139, -2.468, 1.561], [1.302, -2.516, 0.465], [-2.445, -1.547, -1.503], [-3.905, -1.314, -1.969], [-3.047, -0.885, -2.006]], "atomic_forces_ev_per_a": [[0.4, -0.1, -2.9], [-0.2, 1.3, 1.5], [0.0, -0.9, 1.2], [0.4, 0.4, 0.7], [-0.7, -2.8, -0.7], [1.5, -1.2, 1.5], [0.3, 0.6, 0.0], [0.8, 3.8, -0.9], [-0.2, 0.0, 1.4], [-0.3, -0.6, 0.5], [0.4, -0.3, -0.6], [-0.6, 0.4, -1.1], [0.4, -0.5, -0.4], [1.0, 1.3, 0.0], [-0.7, 1.2, -0.6], [-0.6, 0.3, 0.1], [-0.4, -0.3, 0.1], [-0.9, -0.8, -0.1], [-0.1, -1.4, 0.7], [-0.1, 1.4, -0.8], [0.0, 0.7, -0.5], [0.0, -2.0, 1.2], [-0.3, 0.1, -0.1], [0.1, 0.1, 1.7], [0.3, -0.2, -1.3], [0.2, 0.2, 0.0], [-0.4, -1.3, 1.0], [0.1, 0.9, -0.9], [-0.1, -0.1, -0.2], [-0.6, -0.3, -0.4], [0.6, 0.2, 0.4], [0.2, -0.4, 0.4], [-0.9, 0.1, 0.1], [0.6, 0.0, -0.6], [-0.5, 0.5, 0.0], [0.0, -0.5, -0.1], [0.3, -0.1, 0.3], [-0.2, -0.2, -0.4], [-0.2, 0.0, -0.5], [1.1, 1.0, 0.4], [0.6, -1.3, 0.1], [-0.4, -0.7, 0.0], [-1.2, 1.3, -0.2], [-0.9, 1.3, -1.2], [-0.2, 0.0, 0.1], [1.5, -1.3, 1.1]], "mol_weight_g_mol": 297.3, "orbital_gap_ev": 8.749, "total_charge": -1}

***

Entry 6:
{"formula": "C4H29NO11", "method": "wB97M-V/def2-TZVPD", "symbols": ["C", "N", "C", "C", "C", "H", "H", "H", "H", "H", "H", "H", "O", "H", "H", "O", "H", "H", "O", "H", "H", "O", "H", "H", "O", "H", "H", "O", "H", "H", "O", "H", "H", "O", "H", "H", "O", "H", "H", "O", "H", "H", "O", "H", "H"], "xyz": [[3.972, -0.585, -0.069], [2.759, -0.294, 0.028], [1.751, -0.850, -0.847], [2.057, -1.445, -1.992], [0.390, -0.478, -0.333], [4.695, -0.107, 0.594], [4.514, -1.305, -0.693], [3.085, -1.680, -2.245], [1.378, -1.687, -2.797], [0.524, -0.289, 0.731], [-0.234, -1.366, -0.377], [-0.093, 0.419, -0.688], [1.399, 3.719, 0.892], [0.456, 3.517, 0.851], [1.700, 3.645, -0.017], [-0.627, 2.703, -1.343], [-1.250, 3.366, -1.664], [-0.632, 1.985, -2.019], [-2.387, -0.452, 1.448], [-1.808, 0.324, 1.354], [-2.255, -0.760, 2.359], [-3.162, 1.299, -0.489], [-2.557, 1.960, -0.131], [-3.448, 0.722, 0.235], [-0.831, 1.972, 1.261], [0.046, 1.732, 1.661], [-0.583, 1.880, 0.317], [-2.838, -0.652, -2.390], [-3.025, -0.096, -1.609], [-3.647, -0.741, -2.895], [-0.937, -0.453, 3.758], [-0.058, -0.252, 3.417], [-1.093, 0.235, 4.416], [-1.504, -3.016, 0.900], [-1.140, -2.379, 1.522], [-2.198, -2.484, 0.540], [1.526, -4.227, 0.018], [1.571, -3.658, -0.765], [0.670, -4.653, -0.071], [-0.437, 0.668, -3.057], [-1.206, 0.056, -3.030], [0.238, -0.023, -3.050], [1.454, 1.196, 2.392], [1.981, 1.977, 2.146], [1.783, 0.556, 1.730]], "atomic_forces_ev_per_a": [[1.7, -0.2, 0.6], [-0.5, -0.2, -0.3], [0.1, 1.2, 0.0], [0.5, -0.1, -0.4], [0.4, -1.2, 1.0], [-0.3, 0.3, 0.2], [-0.8, -0.2, -0.4], [0.0, 0.2, 0.1], [-0.5, -0.3, 0.3], [-0.2, -0.2, 0.0], [-0.5, 0.2, -0.3], [0.1, -0.2, -0.7], [0.3, 0.1, 0.1], [-0.1, 0.1, 0.0], [0.0, 0.0, -0.1], [-0.1, 0.0, -0.3], [0.1, 0.0, 0.1], [0.1, 0.2, 0.1], [-0.4, -0.2, -0.1], [0.1, 0.1, 0.3], [0.0, 0.4, -0.1], [-0.5, 0.0, -0.3], [-0.1, -0.3, 0.1], [0.3, 0.3, 0.3], [0.7, -0.4, -0.4], [-0.7, 0.0, 0.5], [-0.6, 0.5, 0.2], [0.4, -0.3, 0.0], [0.0, 0.3, -0.3], [-0.1, 0.1, 0.0], [0.1, 0.0, 0.3], [0.1, 0.1, 0.0], [0.0, -0.1, -0.1], [0.7, -0.6, 0.3], [0.3, -0.2, 0.1], [-0.9, 0.4, -0.6], [0.2, 0.2, -0.4], [0.1, -0.1, 0.3], [-0.2, 0.0, 0.2], [-0.3, -1.3, -0.5], [-0.6, 0.7, 0.1], [0.6, 0.6, 0.1], [0.7, -0.2, -0.3], [-0.3, 0.2, 0.2], [0.2, 0.0, 0.1]], "mol_weight_g_mol": 267.3, "orbital_gap_ev": 9.923, "total_charge": 0}